1.
DFT (ωB97M-V/def2-TZVPD) results for a structure of composition C17H34BBrN2O13Sr.

The geometry in XYZ format:
```
69
Properties=species:S:1:pos:R:3:lowdin_charge:R:1
H 1.2807 20.1585 6.3487 0.09
C 3.2118 21.2824 12.4077 -0.20
H 4.1735 22.9104 13.4393 0.13
Br 3.0010 24.4386 8.1228 -0.30
O -5.9002 22.7738 14.7588 0.18
C -1.6614 24.0555 10.0968 -0.18
H -0.5462 24.7128 8.5384 0.12
O -1.0449 21.7467 9.6794 -0.28
C -5.3269 21.7234 12.6297 -0.37
O 3.3946 23.5272 11.6144 -0.35
O 0.7468 24.5273 12.0834 -0.30
H 1.1357 25.2473 13.9868 0.10
C -2.0831 22.7150 9.5360 -0.17
H 2.3577 17.5106 11.4813 0.14
H -2.0539 20.1895 8.7409 0.10
H -0.3908 24.3673 13.8128 0.10
H 3.8126 20.7317 10.5718 0.13
H -0.8803 25.7846 12.1216 0.13
H 3.8614 25.1273 12.8373 0.10
H 5.4595 17.1770 11.3609 0.09
H 0.2872 21.5859 6.5638 0.09
C -0.9672 21.4137 12.7083 -0.39
H 5.3029 16.8451 9.6165 0.09
O 0.0906 21.7500 12.2386 0.04
H -2.2383 20.2586 10.5055 0.10
H -0.2071 20.0709 7.3448 0.07
C 0.6430 20.6821 7.0564 -0.08
H 5.0352 22.3579 11.9737 0.14
H 1.7676 19.4188 10.0240 0.10
O -3.8418 21.9144 14.4081 0.24
H 0.7078 26.5834 12.0175 0.14
C 0.0389 25.8299 10.1495 -0.20
H -2.9740 22.3742 10.0703 0.13
O -4.1816 21.1614 12.2253 0.21
H 2.3132 21.4653 12.9935 0.11
H -0.6339 26.6758 9.9528 0.13
O 1.3989 21.0601 8.2336 -0.27
C 3.0239 18.3813 11.3653 -0.23
H -1.5214 23.9255 11.1692 0.10
H 4.1268 16.1538 10.7217 0.09
H 3.8411 20.5635 12.9516 0.13
C 4.0468 22.5573 12.4119 -0.20
O -6.3234 21.8363 11.9890 0.17
H -0.6971 19.7493 9.8181 0.10
C -1.2730 20.0157 13.2804 -0.39
C 0.6574 24.3978 13.4883 -0.08
H 1.0315 26.0760 9.7671 0.08
H 2.2183 20.5565 8.2012 0.08
N -0.4020 24.5763 9.5353 -0.16
H 3.3445 25.5011 11.1534 0.07
H 1.1262 23.4604 13.7696 0.09
Sr 1.4207 22.8558 10.0901 1.25
O -2.5459 20.0017 13.6179 0.25
B -3.1769 21.2955 13.2734 -0.89
C 4.7534 17.0353 10.5382 -0.10
H 1.3574 19.6385 11.7174 0.10
H 3.5284 18.4836 12.3385 0.12
O -0.4766 19.1259 13.3599 0.16
O -2.0421 22.1382 12.7730 0.24
C -1.5385 20.4265 9.6763 -0.07
C -5.1030 22.2198 14.0808 -0.38
C 0.1143 25.7292 11.6702 -0.21
N 2.9148 20.8813 11.0325 -0.11
H -2.3364 22.8086 8.4681 0.14
H -2.4905 24.7587 9.9455 0.14
O 3.9594 18.1849 10.3350 -0.19
C 2.1923 19.5855 11.0145 -0.19
C 3.9162 24.8256 11.7859 -0.10
H 4.9582 24.8820 11.4527 0.10
```

## Properties
- Kohn-Sham gap: 8.74 eV
- LUMO: 0.00377 hartree
- Total energy: -4385.72067 Ha

=====

2.
DFT (ωB97M-V/def2-TZVPD) results for the ion C4H12NO2 with charge +1.

The geometry in XYZ format:
```
19
Properties=species:S:1:pos:R:3:lowdin_charge:R:1
O -0.1505 -0.3121 -1.6812 0.07
H -0.2983 1.5502 0.4813 0.15
C -0.2476 -0.4784 -0.3510 -0.43
H -1.8788 -0.5086 1.2188 0.11
O -2.2144 1.0353 -0.0228 -0.09
H 0.4029 -0.8618 -2.2111 0.13
C 1.5911 1.2402 -0.4515 0.01
H -3.2220 1.1761 -0.0219 0.16
H -2.5697 -0.9866 -0.2216 0.14
H 1.7511 2.2865 -0.1545 0.12
H 1.4016 -1.9833 -0.0452 0.08
H 0.8091 0.6135 1.2276 0.17
C 0.4519 -1.6831 0.3095 0.02
C -1.7942 -0.3112 0.1723 -0.13
H 2.4113 0.5307 -0.4614 0.11
N 0.3895 0.8193 0.3267 0.08
H -0.0556 -2.6122 0.1063 0.10
H 1.3288 1.0242 -1.4896 0.09
H 0.5154 -1.6569 1.3848 0.10
```

## Properties
- Total charge: +1
- Relative energy (zero: lowest compared OMol25 entry of this formula, charge and spin): 54.5 kcal per mole
- Structure (SMILES): C[NH2+][C@](C)(O)CO
- Kohn-Sham gap: 11.71 eV
- LUMO: -0.10984 hartree
- Total energy: -364.54839 Ha

=====

3.
DFT (ωB97M-V/def2-TZVPD) results for a cluster of 2 separate species, C2H3NOS2 in total.

The geometry in XYZ format:
```
9
Properties=species:S:1:pos:R:3:lowdin_charge:R:1
H -0.8066 2.2323 -1.6901 -0.20
C -1.6617 0.1073 -0.6902 -1.17
C 2.0939 -1.1045 0.8167 -0.39
H -0.6761 -0.3428 -0.8752 0.00
S -1.8358 1.7422 -1.1960 0.77
O 2.5567 -1.8413 0.0472 0.16
N 1.5494 -0.1697 1.3751 0.20
S -2.8047 -0.8434 -0.0499 0.59
H 1.5848 0.2200 2.2625 0.05
```

## Properties
- Relative energy (zero: lowest compared OMol25 entry of this formula, charge and spin): 31.2 kcal per mole
- Structure (SMILES): N=C=O.S=CS
- Kohn-Sham gap: 8.63 eV
- LUMO: -0.00981 hartree
- Total energy: -1004.33784 Ha

=====

4.
DFT (ωB97M-V/def2-TZVPD) results for a cluster of 2 separate species, C3H2F2INO in total.

The geometry in XYZ format:
```
10
Properties=species:S:1:pos:R:3:lowdin_charge:R:1
C -1.2306 2.0885 -2.0774 -0.83
F -1.7738 3.3687 -1.8207 -0.05
H 1.9411 2.8029 -0.1493 0.05
C 0.0417 1.9184 -0.4604 -0.19
I -0.1594 1.9316 -3.8646 0.97
N -0.5661 1.8003 0.6130 -0.04
C 1.3234 2.3259 -0.8328 0.08
H 1.5974 2.2632 -1.7616 -0.09
F -2.2626 1.2575 -2.0391 0.01
O -1.4304 1.2525 1.2668 0.09
```

## Properties
- Relative energy (zero: lowest compared OMol25 entry of this formula, charge and spin): 72.5 kcal per mole
- Kohn-Sham gap (alpha / beta): 6.79 / 6.01 eV
- LUMO (alpha / beta): -0.05966 / -0.08006 hartree
- Total energy: -742.68594 Ha

=====

5.
DFT (ωB97M-V/def2-TZVPD) results for a cluster of 2 separate species, C6H12O in total.

The geometry in XYZ format:
```
19
Properties=species:S:1:pos:R:3:lowdin_charge:R:1
C -1.5304 1.7946 1.2449 -0.08
H 0.7794 1.2323 -0.7880 0.10
C 0.4811 -0.7691 -0.0179 -0.33
H -0.6977 2.3252 1.6546 0.05
H 0.1981 0.0582 -1.9739 0.12
C 2.3156 -0.1350 -1.4972 -0.10
H -1.6910 0.5215 2.8532 0.05
C -0.7289 -1.5721 -0.0051 -0.15
H 2.6696 0.4632 -2.3448 0.07
H 0.9990 -0.6336 0.9352 0.15
H -2.9309 0.2704 1.5339 0.05
H -1.1337 -1.8934 0.9473 0.10
H -1.9030 2.1172 0.2985 0.05
O 0.4927 -2.1515 -0.4221 -0.05
C -2.0716 0.7904 1.8958 -0.08
H -1.4542 -1.4524 -0.7960 0.11
H 2.9800 0.0443 -0.6369 0.08
H 2.3565 -1.1978 -1.7670 0.08
C 0.8693 0.1877 -1.1144 -0.21
```

## Properties
- Relative energy (zero: lowest compared OMol25 entry of this formula, charge and spin): 57.6 kcal per mole
- Structure (SMILES): CC[C@H]1CO1.C=C
- Kohn-Sham gap: 11.28 eV
- LUMO: 0.04262 hartree
- Total energy: -310.96741 Ha

=====

6.
DFT (ωB97M-V/def2-TZVPD) results for a structure of composition C40H42CoFN6O3P.

The geometry in XYZ format:
```
94
Properties=species:S:1:pos:R:3:lowdin_charge:R:1
C 2.9134 -2.4362 0.0066 -0.30
N 3.0698 -0.1160 -0.6787 0.05
H -2.6874 4.8947 -6.1181 0.14
H 2.1627 0.6133 2.9367 0.08
C -1.0052 -5.0942 2.6801 -0.07
C 2.8637 -0.1267 3.3055 -0.08
C -1.1534 2.7421 -8.1613 -0.13
H 2.8878 7.6775 -2.9787 0.12
H 0.2310 5.1289 -5.4565 0.12
C -2.7377 -0.5921 2.2236 -0.27
C 0.0609 -3.8512 0.9195 -0.12
C 2.4846 6.2088 -4.6104 -0.09
H 4.2232 -5.2356 -1.3822 0.11
H -3.6104 -2.5458 2.2460 0.08
C 2.8530 6.6254 -3.2184 -0.07
H -0.5865 3.0081 1.5203 0.09
H -1.4088 -5.3731 0.5896 0.11
C -2.9425 0.7646 2.0634 0.04
O 1.7513 1.9084 0.8787 -0.12
H -1.7910 1.8646 -8.0378 0.12
Co 0.9187 0.2416 0.2941 0.67
C -0.7602 3.2800 -5.7769 -0.15
C -0.8393 -4.8230 1.3272 -0.07
H -3.4955 5.4371 -8.7273 0.14
H 0.1866 -3.6437 -0.1380 0.11
H 2.1416 5.0777 -1.1917 0.15
H 4.5464 -1.1677 -2.6844 0.12
H -1.7056 -5.8555 2.9964 0.11
C 3.9883 -4.1888 -1.2476 -0.06
H -0.5851 5.1550 -8.8421 0.18
C 3.6978 0.1874 4.3718 -0.06
C -1.4924 2.6592 1.0237 0.00
C 0.6701 2.1330 -1.9142 -0.29
C 4.7188 -1.9898 4.2195 -0.06
N -0.9463 0.2564 1.1854 0.00
H 5.2669 -0.4947 5.6576 0.11
C -2.5420 4.3702 -7.0590 -0.12
H 0.6480 6.6950 -3.4432 0.16
C -0.2684 -4.3943 3.6234 -0.06
C 1.5051 6.0343 -3.4856 -0.25
H 3.9762 -3.2779 2.6806 0.11
C 2.9562 -1.3779 2.7011 -0.37
H -2.6170 3.2467 -9.7215 0.14
O 2.4678 4.0038 0.7059 0.06
C -2.5378 5.3845 -8.2138 -0.07
N -1.2469 3.6940 -7.0557 -0.11
H -0.3935 -4.6073 4.6767 0.11
C 3.8931 -2.3077 3.1564 -0.08
N -1.5092 4.9406 -9.2207 0.05
H -2.3168 3.3115 1.3022 0.09
O 0.3848 0.9702 -1.5261 -0.06
C -0.5709 1.6461 -3.9978 0.10
H -3.1336 -1.9364 3.8325 0.09
C 0.6388 -3.4220 3.2214 -0.07
F -1.8417 1.1804 -5.9039 0.08
C 4.6183 -0.7420 4.8277 -0.06
C 1.6084 4.3364 -1.7725 0.06
H 2.2800 6.9728 -5.3473 0.11
N 1.2224 4.6950 -3.0048 0.02
H -2.2520 6.3826 -7.8891 0.14
N -1.5412 -0.8557 1.6780 0.07
C 4.1642 -1.9013 -1.9846 -0.02
H -0.8112 0.6738 -3.5904 0.14
C 3.4059 -1.4917 -0.8984 -0.30
H -1.0661 -1.7465 1.6522 0.11
C -1.5846 3.4607 -9.4524 -0.07
C -0.0024 4.1617 -5.0354 0.08
H -3.3699 3.6599 -7.1723 0.14
C -1.0445 2.0231 -5.2209 -0.19
H -3.7990 1.3307 2.3862 0.12
C 1.9239 3.0139 0.2503 -0.60
H 3.5810 6.0193 -2.6980 0.12
C 0.1991 2.5388 -3.2447 -0.04
H -1.6215 5.4538 -10.0948 0.19
H 3.6308 1.1613 4.8374 0.11
H -0.9461 3.2095 -10.2956 0.14
C -1.8005 1.2536 1.4158 -0.30
H 2.9557 5.3119 -4.9902 0.12
C -3.5603 -1.6526 2.8693 0.00
H -0.1211 2.4012 -8.2378 0.14
H 5.4440 -2.7104 4.5728 0.11
H 3.6039 0.2890 0.0875 0.11
H 1.2103 -2.8772 3.9616 0.11
C 0.4747 3.8083 -3.7654 -0.11
C 1.3869 3.1178 -1.1823 -0.02
H 3.2516 0.4479 -1.5009 0.10
P 1.8634 -1.7693 1.3172 1.08
C 3.2211 -3.7822 -0.1681 -0.08
H 5.0449 -3.5629 -3.0042 0.11
C 0.8131 -3.1478 1.8655 -0.39
H -4.5714 -1.2919 3.0386 0.09
C 4.4490 -3.2479 -2.1580 -0.06
H -1.3398 2.7400 -0.0535 0.07
H 2.8403 -4.5165 0.5313 0.11
```

## Properties
- Total charge: +2
- Relative energy (zero: lowest compared OMol25 entry of this formula, charge and spin): 0.0 kcal per mole
- ⟨S²⟩: 3.758
- Kohn-Sham gap (alpha / beta): 7.76 / 8.17 eV
- Multiplicity: 4
- LUMO (alpha / beta): -0.17245 / -0.17310 hartree
- Total energy: -3927.31289 Ha